Record 1
# C45H35AuClN3O6S2

A molecular structure, C45H35AuClN3O6S2 (ωB97M-V/def2-TZVPD, OMol25).

XYZ file:
```
93
Properties=species:S:1:pos:R:3
Au 0.5812 -0.5886 -2.0976
C 0.6386 6.3042 -4.3380
C 0.1940 5.0608 -3.6270
C -0.6006 4.1110 -4.2622
C -1.0041 2.9547 -3.6088
C -0.6014 2.7638 -2.2979
C 0.1862 3.6957 -1.6282
C 0.5761 4.8372 -2.2986
S -1.0836 1.2537 -1.5190
O -2.1834 0.6322 -2.2623
C -1.7927 1.8431 0.0223
C -2.7528 2.8664 -0.1526
C -3.4699 3.3016 0.9162
C -3.2749 2.7381 2.2013
C -4.0291 3.1832 3.3123
C -3.8459 2.6268 4.5450
C -2.8994 1.5967 4.7229
C -2.1520 1.1474 3.6705
C -2.3170 1.7081 2.3772
C -1.5620 1.2548 1.2450
C -0.5602 0.1738 1.4736
C 0.6505 0.4564 2.1763
C 0.9842 1.7716 2.5862
C 2.1281 2.0047 3.2958
C 2.9936 0.9416 3.6291
C 2.7073 -0.3331 3.2305
C 1.5332 -0.6096 2.4923
C 1.2291 -1.9322 2.0766
C 0.0891 -2.2044 1.3875
C -0.7969 -1.1336 1.1185
S -2.2367 -1.5198 0.1695
O -1.8433 -2.2422 -1.0324
C -3.4274 -2.3751 1.0938
C -3.9387 -3.5665 0.5750
C -4.9182 -4.2152 1.2961
C -5.4106 -3.6829 2.4934
C -6.4887 -4.3824 3.2581
C -4.8912 -2.4683 2.9664
C -3.9120 -1.7975 2.2724
H 0.1794 6.3877 -5.3204
H 1.7219 6.3018 -4.4692
H 0.3818 7.1934 -3.7617
H -0.9131 4.2754 -5.2852
H -1.6206 2.2133 -4.1009
H 0.4538 3.5608 -0.5854
H 1.1761 5.5798 -1.7873
H -2.9133 3.2864 -1.1368
H -4.2068 4.0851 0.7933
H -4.7539 3.9738 3.1657
H -4.4243 2.9740 5.3904
H -2.7619 1.1630 5.7046
H -1.4288 0.3582 3.8305
H 0.3145 2.5893 2.3522
H 2.3687 3.0093 3.6181
H 3.8860 1.1420 4.2072
H 3.3687 -1.1522 3.4845
H 1.9189 -2.7307 2.3216
H -0.1482 -3.2070 1.0559
H -3.5661 -3.9648 -0.3594
H -5.3142 -5.1525 0.9285
H -6.7245 -5.3518 2.8259
H -7.3981 -3.7781 3.2622
H -6.1921 -4.5260 4.2977
H -5.2747 -2.0479 3.8873
H -3.5266 -0.8514 2.6328
O -0.9291 -3.5873 -3.4909
Cl -0.0198 -2.6184 -3.9464
O 0.3660 -2.7552 -5.2859
O 1.1783 -2.5732 -3.0551
O -0.6101 -1.2323 -3.7266
C 3.7301 1.2221 0.2247
C 2.5274 0.9927 -0.3962
N 2.2096 -0.2236 -0.8732
C 3.0768 -1.2319 -0.7561
C 4.3288 -1.0735 -0.1727
C 4.6390 0.1765 0.3419
C 5.2810 -2.1966 -0.1008
C 5.6409 -3.0326 -1.0775
C 5.2587 -3.0446 -2.5018
C 5.7210 -4.0681 -3.3175
C 5.3472 -4.0326 -4.6536
N 4.5884 -3.0640 -5.1485
C 4.2062 -2.1246 -4.2921
N 4.4975 -2.0628 -3.0007
H 3.9573 2.2100 0.5988
H 1.7991 1.7762 -0.5430
H 2.7728 -2.1899 -1.1518
H 5.6010 0.3432 0.8110
H 5.7643 -2.3280 0.8619
H 6.3576 -3.8006 -0.8091
H 6.3482 -4.8596 -2.9317
H 5.6681 -4.8032 -5.3447
H 3.5930 -1.3252 -4.6939
```

Output
Orbital gap (alpha / beta): 0.2861 / 0.1765 Eh
⟨S²⟩: 2.018
Multiplicity: 3
HOMO level (alpha / beta): -13.40 / -13.40 eV
Energy relative to the best compared isomer or geometry (same formula, charge and spin): 41.1 kJ/mol
Charge: +2

=====

Record 2
# C6H36BF4N12O12

13 unconnected molecules or ions with the total composition C6H36BF4N12O12 in a non-equilibrium geometry (ωB97M-V/def2-TZVPD, OMol25).

XYZ file:
```
71
Properties=species:S:1:pos:R:3
B -16.6788 20.8990 -19.2868
F -16.7743 19.5072 -19.3532
F -16.5080 21.4243 -20.5040
F -17.7052 21.4004 -18.5682
F -15.5973 21.0798 -18.4484
O -18.5221 23.7930 -16.9329
H -17.7582 23.2200 -16.8667
H -19.1363 23.3110 -17.4867
O -13.7595 21.9014 -16.1766
H -13.8024 22.8154 -15.8955
H -14.3638 21.8494 -16.9171
O -17.2348 20.6094 -22.8833
H -17.6283 21.0668 -22.1402
H -16.5989 20.0128 -22.4885
O -17.3705 24.2740 -20.6328
H -17.8202 23.6272 -20.0892
H -18.0753 24.7501 -21.0720
O -19.6399 20.8290 -17.0451
H -18.9188 21.1105 -17.6081
H -20.2744 21.5441 -17.0924
O -15.3821 23.2611 -22.6061
H -15.3999 23.0523 -21.6721
H -16.1920 22.8856 -22.9514
C -20.7904 20.5016 -21.0214
O -21.6625 21.3820 -21.1328
N -19.9079 20.4738 -20.0629
N -20.4110 19.5574 -21.7804
H -20.3871 20.6646 -19.1945
H -19.5234 19.5603 -20.2574
H -20.9322 19.4314 -22.6364
H -19.8779 18.7515 -21.4865
C -18.3230 16.7084 -17.9185
O -19.1302 15.9819 -17.4534
N -18.2362 17.9924 -17.6528
N -17.4748 16.3390 -18.7723
H -18.8413 18.3166 -16.9120
H -17.6796 18.6659 -18.1595
H -16.6972 16.9234 -19.0442
H -17.4522 15.3799 -19.0882
C -13.6458 17.9987 -17.4585
O -13.2267 16.8503 -17.4928
N -14.3028 18.5350 -18.4678
N -13.3974 18.8193 -16.5049
H -14.3092 17.9143 -19.2645
H -14.7595 19.4344 -18.4163
H -13.0659 18.3740 -15.6612
H -13.9038 19.6852 -16.3868
C -14.2222 24.2485 -18.6406
O -14.8222 23.8582 -17.7041
N -12.9500 24.3255 -18.7102
N -14.7771 24.6036 -19.7692
H -12.4400 24.5602 -19.5498
H -12.4629 23.8794 -17.9461
H -14.0827 24.7366 -20.4905
H -15.7795 24.7166 -19.8205
C -12.9577 20.6139 -20.9492
O -11.9740 20.5576 -21.7128
N -12.9438 21.2229 -19.8339
N -14.0049 19.8583 -21.1519
H -12.0356 21.2251 -19.3920
H -13.6709 21.1624 -19.1356
H -14.7889 20.0099 -20.5333
H -13.9827 19.1245 -21.8455
C -16.6907 19.7709 -14.8618
O -15.9319 18.8942 -15.1776
N -17.1082 20.7000 -15.7419
N -17.3980 19.6772 -13.7633
H -17.9574 21.2430 -15.6786
H -16.5210 20.7787 -16.5599
H -17.4432 18.9189 -13.0976
H -18.0906 20.4062 -13.6691
```

Output
Orbital gap: 0.3290 Eh
HOMO level: -6.83 eV
Charge: -1

=====

Record 3
# C3H3ClI2O

A molecular structure, C3H3ClI2O (ωB97M-V/def2-TZVPD, OMol25).

XYZ file:
```
10
Properties=species:S:1:pos:R:3
C 1.6174 1.6793 -0.4972
C -0.8519 -1.1507 1.1105
C -1.0541 -1.1398 -0.1890
O 2.6785 1.5626 0.0065
Cl 0.1684 1.9904 0.4235
I -2.8904 -0.5808 -1.0607
I 0.4692 -1.6631 -1.5585
H -1.6296 -0.8826 1.8068
H 1.3908 1.6140 -1.5696
H 0.1017 -1.4293 1.5276
```

Output
Orbital gap: 0.3385 Eh
HOMO level: -9.44 eV
Energy relative to the best compared isomer or geometry (same formula, charge and spin): 57.8 kJ/mol

=====

Record 4
# C34H53N4O2PPt

A molecular structure, C34H53N4O2PPt in a non-equilibrium geometry (ωB97M-V/def2-TZVPD, OMol25).

XYZ file:
```
95
Properties=species:S:1:pos:R:3
Pt 3.4055 -20.2173 1.7998
C -1.6962 -24.9892 -0.1241
C -2.1057 -23.8664 0.8220
C -2.3168 -24.5075 2.1917
C -3.4293 -23.1658 0.2465
C -0.9327 -22.8912 0.7506
C -0.0587 -22.6698 1.7765
C 0.9143 -21.6298 1.6366
N 1.8512 -21.2371 2.5427
C 1.9109 -21.5791 3.8681
C 0.7698 -21.7748 4.6195
C 0.8727 -22.3537 5.8698
C 2.1757 -22.4909 6.4193
C 3.3115 -21.9430 5.8027
C 3.2348 -21.4444 4.4829
O 4.1815 -20.9275 3.7673
C 4.6665 -21.9091 6.4902
C 4.5025 -22.3705 7.9406
C 5.8770 -22.5958 5.8048
C 5.0523 -20.3736 6.4407
C -0.3562 -22.8990 6.6190
C -0.0287 -24.2571 7.4597
C -1.5362 -23.1883 5.6265
C -0.9426 -21.8015 7.5851
C 1.1133 -21.0648 0.3027
O 2.1811 -20.3105 0.0771
C 0.2376 -21.3641 -0.7784
C -0.7169 -22.2537 -0.4958
C 0.3858 -20.6913 -2.1568
C 0.2000 -19.1873 -1.9587
C 1.7190 -21.0481 -2.7957
C -0.6905 -21.2753 -3.0925
H -2.3071 -25.9164 0.0009
H -0.6863 -25.3087 0.0447
H -1.7665 -24.7329 -1.2095
H -2.8465 -25.4558 2.1048
H -2.8875 -23.8444 2.8744
H -1.3617 -24.7347 2.7540
H -4.2808 -23.8795 0.1235
H -3.3074 -22.6998 -0.7496
H -3.7624 -22.3091 0.8796
H -0.1545 -23.2594 2.7479
H -0.1695 -21.5234 4.1096
H 2.3167 -23.1832 7.2722
H 4.1612 -23.4506 8.0668
H 3.7156 -21.8399 8.4540
H 5.4532 -22.2462 8.4893
H 5.6371 -23.6331 5.7362
H 6.7936 -22.3550 6.3612
H 5.9819 -22.2311 4.7359
H 4.2310 -19.6159 6.7230
H 5.3426 -20.0176 5.4875
H 5.8551 -20.1034 7.0924
H 0.8103 -24.8883 7.0963
H -0.9150 -24.8292 7.4426
H 0.1612 -23.9277 8.4919
H -1.3267 -23.8949 4.8348
H -1.6428 -22.2153 5.0946
H -2.4798 -23.4918 6.1271
H -0.1500 -21.6412 8.3058
H -1.7288 -22.2554 8.1573
H -1.2865 -20.8679 7.1837
H -1.4146 -22.4950 -1.3109
H 0.9121 -18.8263 -1.2204
H -0.8108 -18.9494 -1.4702
H 0.2561 -18.5883 -2.8757
H 2.5738 -20.8012 -2.0878
H 1.9764 -20.5662 -3.7408
H 1.8634 -22.1471 -2.9710
H -1.6925 -20.8725 -2.8717
H -0.7956 -22.3782 -3.0726
H -0.5195 -21.0590 -4.1552
C 7.5786 -17.3330 1.3794
N 6.5230 -16.7042 0.4531
C 6.6892 -17.1315 -0.9974
N 6.8713 -18.5550 -1.0300
C 8.0696 -18.9499 -0.2539
N 7.8399 -18.7163 1.1727
C 6.7646 -19.5743 1.6344
P 5.1212 -19.0826 0.8827
C 5.2226 -17.2428 0.8826
C 5.7292 -19.3574 -0.8237
H 7.2100 -17.0817 2.3455
H 8.5075 -16.8155 1.1946
H 6.4866 -15.6781 0.5674
H 7.5574 -16.6416 -1.3706
H 5.7538 -16.8287 -1.5412
H 8.9118 -18.2959 -0.5920
H 8.3562 -19.9931 -0.4686
H 6.7216 -19.4020 2.6807
H 6.9010 -20.6188 1.4148
H 4.9636 -16.9495 1.8926
H 4.5015 -16.8736 0.1660
H 4.8526 -19.1705 -1.4946
H 5.9732 -20.5207 -0.9154
```

Output
Orbital gap (alpha / beta): 0.2426 / 0.2063 Eh
⟨S²⟩: 2.028
Multiplicity: 3
HOMO level (alpha / beta): -12.35 / -13.11 eV
Energy relative to the best compared isomer or geometry (same formula, charge and spin): 95.9 kJ/mol
Charge: +2

=====

Record 5
# C30H21Cl2N6O4RhS

A molecular structure, C30H21Cl2N6O4RhS (ωB97M-V/def2-TZVPD, OMol25).

XYZ file:
```
65
Properties=species:S:1:pos:R:3
Rh 0.6848 1.5225 -0.6236
Cl 5.9467 0.3956 -4.7867
C 5.0171 0.7155 -3.3560
C 3.6444 0.5212 -3.4094
C 2.8907 0.7858 -2.2811
N 1.4743 0.7324 -2.1972
C 0.7712 -0.0790 -3.0444
O 1.2338 -0.9196 -3.7916
C -0.7026 0.2105 -3.0645
C -1.5630 -0.5242 -3.8618
C -2.8960 -0.1573 -3.8936
C -3.3071 0.9329 -3.1398
C -2.3727 1.5947 -2.3633
N -1.0882 1.2395 -2.3226
C 3.4844 1.2222 -1.1147
C 4.8550 1.4037 -1.0521
C 5.6170 1.1546 -2.1854
Cl 7.3315 1.4090 -2.0903
N 2.5491 1.5176 -0.0849
C 2.9720 1.5111 1.2195
O 4.0577 1.1387 1.6158
C 1.9990 2.1259 2.1822
C 2.2762 2.1542 3.5382
C 1.4074 2.8346 4.3677
C 0.3129 3.4769 3.8036
C 0.1130 3.3747 2.4403
N 0.9343 2.6962 1.6344
H 3.1861 0.1640 -4.3169
H -1.1590 -1.3466 -4.4355
H -3.6044 -0.7048 -4.5022
H -4.3348 1.2685 -3.1479
H -2.6571 2.4426 -1.7586
H 5.3349 1.7269 -0.1437
H 3.1634 1.6495 3.8926
H 1.5822 2.8759 5.4352
H -0.3794 4.0484 4.4067
H -0.7286 3.8647 1.9750
C -2.9910 -5.9644 0.4809
C -2.0844 -4.7713 0.6176
C -1.7294 -4.0096 -0.4941
C -0.8990 -2.9095 -0.3708
C -0.4154 -2.5651 0.8856
C -0.7528 -3.3073 2.0090
C -1.5821 -4.4083 1.8644
S 0.6301 -1.1624 1.0620
O 1.8078 -1.3560 0.2779
O 0.7276 -0.8711 2.4673
N -0.2562 0.0007 0.2910
C -1.2905 0.6707 0.9654
C -2.0734 0.2926 2.0643
C -3.0669 1.1342 2.5061
C -3.2938 2.3505 1.8706
C -2.4653 2.6682 0.8213
N -1.4934 1.8601 0.3929
H -3.2380 -6.1572 -0.5619
H -3.9237 -5.8100 1.0268
H -2.5191 -6.8590 0.8896
H -2.1082 -4.2852 -1.4713
H -0.6184 -2.3265 -1.2399
H -0.3615 -3.0203 2.9762
H -1.8446 -4.9962 2.7368
H -1.8895 -0.6531 2.5552
H -3.6738 0.8400 3.3531
H -4.0769 3.0247 2.1870
H -2.5645 3.6121 0.2940
```

Output
Orbital gap (alpha / beta): 0.2336 / 0.2337 Eh
HOMO level (alpha / beta): -7.58 / -7.58 eV
Energy relative to the best compared isomer or geometry (same formula, charge and spin): 64.9 kJ/mol

=====

Record 6
# C27H42Cl3N4O3SSiSr

A molecular structure, C27H42Cl3N4O3SSiSr in a non-equilibrium geometry (ωB97M-V/def2-TZVPD, OMol25).

XYZ file:
```
82
Properties=species:S:1:pos:R:3
C -1.5253 -1.9816 -3.7491
C -1.1149 -3.0304 -2.7621
H -2.2298 -2.3950 -4.4846
H -0.6465 -1.5978 -4.2867
H -2.0120 -1.1384 -3.2485
C -0.7503 -4.2645 -3.1393
C -0.5831 -4.7018 -4.5552
H -0.6534 -5.0670 -2.4063
H -0.3406 -3.8825 -5.2479
H -1.5084 -5.1773 -4.9132
H 0.2099 -5.4586 -4.6308
Sr 0.6259 1.1989 -0.4471
Cl -2.2829 1.1846 -0.7164
Cl 2.1814 3.5269 -0.7404
H 0.6669 5.5290 3.4386
H -1.4925 6.5163 2.2096
C 0.9777 5.1943 2.4408
C -1.0070 6.1228 1.3039
N -0.1963 4.9580 1.6186
H 1.5683 4.2797 2.4983
C -0.5399 3.7322 1.2165
O 0.0975 2.6960 1.4879
H -1.7736 5.8425 0.5722
H -1.4484 3.7068 0.5843
H 1.5673 5.9972 1.9868
H -0.3691 6.9159 0.8929
H 1.6091 -1.1738 -2.9336
H 2.6057 -3.8375 -2.0679
C 2.6930 -1.0271 -2.8532
C 3.5214 -3.2214 -2.0204
N 3.2199 -1.8222 -1.7552
H 2.8980 0.0309 -2.6684
C 3.2641 -1.2929 -0.5213
O 2.8192 -0.1566 -0.2514
H 4.1692 -3.6088 -1.2229
H 3.6876 -1.9597 0.2608
H 3.1713 -1.3485 -3.7811
H 4.0377 -3.2934 -2.9872
O 0.1601 -1.8457 -1.1950
C -0.9976 -2.5679 -1.3220
C -0.0317 -4.6000 -0.1563
C -1.0672 -3.6752 -0.2746
H 0.7703 -4.5940 -0.8992
C -0.0516 -5.5375 0.8801
H -1.8503 -1.8899 -1.1512
C -2.1317 -3.7010 0.6241
H 0.7732 -6.2429 0.9564
C -1.1019 -5.5514 1.7967
C -2.1405 -4.6286 1.6656
H -2.9403 -2.9790 0.4819
H -1.1096 -6.2719 2.6131
H -2.9652 -4.6241 2.3751
Si -0.2801 3.1784 -3.9215
Cl 0.2952 1.1708 -3.3001
C 1.2924 4.1271 -4.1415
C -1.2539 4.0158 -2.5681
C -1.3019 2.9796 -5.4680
H 1.9218 4.0128 -3.2440
H 1.0377 5.1909 -4.2449
H 1.8588 3.8094 -5.0243
H -0.7294 2.5782 -6.3114
H -1.6788 3.9629 -5.7738
H -2.1588 2.3182 -5.2950
H -1.6406 3.2557 -1.8654
H -2.1104 4.5624 -2.9956
H -0.6119 4.7219 -2.0146
N 1.1007 -2.0622 1.2463
C 0.5272 -1.2747 2.1447
N -0.2777 -0.2662 1.8573
C -0.8984 0.2407 2.9799
C -1.9444 1.1699 3.0278
C -2.4169 1.6358 4.2527
C -1.8601 1.1666 5.4514
C -0.8372 0.2112 5.4387
C -0.3853 -0.2652 4.2114
S 0.7894 -1.5245 3.8820
H 1.5716 -2.8855 1.6039
H 0.7336 -2.0411 0.2289
H -2.3484 1.4984 2.0712
H -3.2217 2.3704 4.2790
H -2.2323 1.5328 6.4049
H -0.3810 -0.1869 6.3467
```

Output
Orbital gap: 0.2738 Eh
HOMO level: -4.99 eV
Energy relative to the best compared isomer or geometry (same formula, charge and spin): 0.0 kJ/mol
Charge: -1

=====

| no. | E (Ha) |
| --- | --- |
| 1 | -3742.86036 |
| 2 | -2234.95252 |
| 3 | -1246.88856 |
| 4 | -2156.89902 |
| 5 | -3214.46404 |
| 6 | -3598.11909 |